# 1
{"formula": "C2H2N2O2S", "method": "the ωB97M-V functional and the def2-TZVPD basis", "species": ["S", "O", "O", "N", "N", "C", "C", "H", "H"], "xyz": [[-0.1259, 0.7145, 1.6873], [0.2668, 0.8452, -2.0018], [-1.2675, 1.4261, -0.5211], [-1.2941, -2.6760, -0.3420], [-0.2150, 0.8908, -0.9010], [-0.4978, -1.8499, -0.3488], [0.5633, 0.3165, 0.2183], [1.0447, 0.3548, 2.1590], [1.5255, -0.0220, 0.0500]], "forces_ev_per_a": [[0.42, 0.25, -0.23], [-0.36, 0.16, 0.20], [1.25, -0.69, -1.14], [-0.73, -0.91, -0.04], [-0.71, 0.71, 0.46], [1.76, 2.69, 0.49], [-3.94, -1.47, -0.54], [0.57, -0.27, 1.28], [1.74, -0.46, -0.48]], "nbo_charge": [0.38, -0.29, -0.36, -0.49, 0.47, 0.03, -0.11, 0.12, 0.24], "max_force_ha_per_bohr": 0.08247, "gap_ev": [7.38, 7.37], "homo_energy_ev": [-10.438, -10.427], "e_tot_ev": -20009.3263, "relative_energy_kj_mol": 677.61}

=====

# 2
{"formula": "C4H4N2O", "method": "the ωB97M-V functional and the def2-TZVPD basis", "species": ["O", "N", "N", "C", "C", "C", "C", "H", "H", "H", "H"], "xyz": [[-1.0714, -0.3097, -1.4088], [-0.0913, -0.9872, -1.7560], [-2.2240, 0.7177, 0.7810], [1.1813, -0.1715, 0.1066], [0.3052, 0.8504, 0.5252], [0.9197, -1.1292, -0.8488], [-1.0451, 0.7016, 0.4965], [1.6632, -1.8646, -1.1260], [-2.5057, 0.5622, 1.7427], [0.6835, 1.7714, 0.9606], [2.1844, -0.1411, 0.5271]], "forces_ev_per_a": [[0.20, -0.15, 0.14], [-0.15, 0.09, 0.23], [0.78, 0.07, -0.34], [-0.16, 0.07, -0.01], [-0.05, -0.09, -0.07], [0.08, 0.06, -0.03], [-0.54, 0.00, 0.22], [-0.02, 0.11, 0.00], [-0.01, 0.02, -0.05], [-0.05, -0.20, 0.07], [-0.09, 0.01, -0.15]], "nbo_charge": [-0.36, 0.08, -0.62, -0.11, -0.47, -0.18, 0.57, 0.21, 0.40, 0.25, 0.22], "max_force_ha_per_bohr": 0.01666, "gap_ev": [8.30, 8.30], "smiles": "N=C=C/C=C\\N=O", "homo_energy_ev": [-8.665, -8.665], "e_tot_ev": -9236.1226, "relative_energy_kj_mol": 421.19}

=====

# 3
{"formula": "C4H5ClN4S", "method": "the ωB97M-V functional and the def2-TZVPD basis", "species": ["Cl", "S", "N", "N", "N", "N", "C", "C", "C", "C", "H", "H", "H", "H", "H"], "xyz": [[-0.5694, -2.8976, -1.3104], [0.7427, -0.3329, -1.9033], [0.1489, -1.3862, -0.7466], [1.3929, -0.2881, 0.8435], [1.3000, -1.1170, 3.0248], [0.2033, -2.2838, 1.3096], [0.6350, -1.3427, 0.4712], [1.5300, -0.1749, 2.1355], [0.5826, -2.1284, 2.5692], [-0.7319, 0.7089, -2.3875], [2.2356, 0.5863, 2.5300], [0.6300, -3.0733, 3.1434], [-1.1567, 1.5307, -1.7452], [-1.3749, -0.1709, -2.6365], [-0.3531, 1.0260, -3.3983]], "forces_ev_per_a": [[0.31, 0.84, 0.33], [-0.14, 1.19, -0.55], [-0.78, -0.35, -3.50], [-0.89, 0.19, -0.94], [-1.46, -0.16, 1.31], [-0.04, -0.20, 0.29], [-0.27, 0.35, 3.65], [2.86, 0.04, 0.56], [1.92, -1.61, -0.60], [0.59, -1.70, -1.04], [-0.94, 0.14, -0.58], [-0.87, 0.82, 0.19], [0.74, -1.15, -0.53], [-0.48, 1.34, 0.36], [-0.55, 0.27, 1.03]], "nbo_charge": [0.15, 0.47, -0.56, -0.49, -0.50, -0.51, 0.53, 0.29, 0.30, -0.76, 0.19, 0.19, 0.24, 0.24, 0.23], "max_force_ha_per_bohr": 0.07150, "gap_ev": 9.34, "smiles": "CSN(Cl)c1ncncn1", "homo_energy_ev": -9.245, "e_tot_ev": -33544.8160, "relative_energy_kj_mol": 0.00}